88
Properties=species:S:1:pos:R:3 method="wB97M-V/def2-TZVPD" e_lumo_ev=-0.40 max_force_ev_per_a=0.52 e_homo_ev=-10.457 total_energy_ev=-159954.254 multiplicity=1
Br -2.30499 -0.48378 -0.51621
P -0.29454 -1.14275 0.12727
O -2.98012 4.50117 1.06531
O 0.73097 8.66098 6.37396
O -0.10577 -2.15995 -1.20210
O -3.35069 -2.79296 -2.59208
O -0.21472 7.84917 11.76045
O -1.64436 0.23686 -5.90557
O -0.08754 6.72485 6.83878
O 3.80800 0.26688 1.00921
O 0.55929 0.15374 -0.32751
O -2.91124 -3.07283 1.37980
O 5.63305 1.32476 1.44917
O -3.62476 -5.04174 1.88570
O 1.64043 -3.00135 -2.34549
O -2.51907 3.27972 -0.64339
O 1.23591 -3.73483 -0.29829
O 4.83197 -7.00180 1.98304
O 4.52586 -5.02687 2.79103
O 1.56502 6.23286 -0.02804
O -4.23230 -6.56248 -6.67567
O -2.45126 -1.70742 -5.44793
O 1.84254 6.18135 2.10569
O -2.59070 -4.77414 -2.95282
O -2.72251 -5.17438 -7.33615
O 0.66571 9.67167 11.02143
N 3.27075 -0.42306 -4.09617
N 1.23109 5.90533 1.08672
N -3.08120 -6.23752 -6.86469
N 4.42938 1.19390 1.48861
N -3.20721 3.57578 0.30989
N 0.01102 8.65926 10.88427
N 4.17112 -5.99825 2.15781
N -3.28660 -3.81094 -3.23998
N -1.65974 -0.96942 -6.00197
N 0.69242 7.45450 6.25706
N -2.88362 -4.28518 1.29483
C -1.86318 -4.86649 0.38144
C 1.64389 -1.86685 -3.22108
C -0.62522 -1.59232 -6.87536
C 2.90171 -1.04222 -3.06101
C -4.09075 -3.92433 -4.48176
C -4.40451 2.73361 0.56909
C 2.81692 -5.97197 1.53858
C -0.01434 5.10365 1.24474
C 3.57750 -1.04450 -1.72184
C 3.65844 2.26466 2.17970
C -0.56262 8.37251 9.53982
C -2.01052 -7.19772 -6.47836
C 1.67344 6.83124 5.32849
C 0.96490 -3.00506 -1.20362
H 0.34476 -1.30847 -6.47736
H -4.05020 1.71934 0.72964
H 2.35151 -5.02217 1.76923
H 0.27048 4.17124 1.72380
H -1.96607 -5.94475 0.40732
H -1.43598 -7.41631 -7.37336
H 4.20126 -0.16228 -1.61427
H -2.48302 -8.08444 -6.07442
H -2.05366 -4.46821 -0.61275
H -0.88742 -4.54178 0.73236
H 4.19948 -1.93852 -1.64757
H -0.44615 4.93687 0.26662
H -0.68800 5.66601 1.88249
H 4.01817 2.30761 3.20324
H 2.26243 -6.80968 1.95123
H 0.75648 -1.25503 -3.06048
H 2.60694 2.00853 2.13171
H 2.94676 -6.09353 0.46796
H -3.39500 -4.09753 -5.29447
H -0.16704 7.41678 9.21442
H -4.63638 -3.00090 -4.62773
H -4.75855 -4.77212 -4.35699
H 0.34387 0.48504 -1.21174
H 1.60448 -2.25486 -4.23468
H 2.85941 -1.08776 -0.90567
H -4.91575 3.12134 1.44169
H -0.77337 -2.66572 -6.86528
H 1.51108 5.76077 5.33424
H 4.09719 0.14383 -3.90686
H -0.27950 9.17110 8.86570
H -1.63963 8.30622 9.66086
H 3.87407 3.19712 1.66647
H 2.66496 7.09282 5.68574
H -0.75654 -1.17779 -7.87016
H -5.03184 2.78033 -0.31595
H -1.38930 -6.70060 -5.73884
H 1.50690 7.25173 4.34196

=====

85
Properties=species:S:1:pos:R:3 method="wB97M-V/def2-TZVPD" e_lumo_ev=-1.13 max_force_ev_per_a=9.22 e_homo_ev=-8.140 total_energy_ev=-130477.731 multiplicity=1
S -0.72091 -3.32086 -1.01510
S -0.89039 -2.83504 4.58573
S 0.98631 -3.05817 -2.58200
S -2.18770 -3.42940 6.48251
P -3.98218 1.35227 -1.66974
F 1.29155 -2.94781 -4.19558
F -2.84403 1.68409 -2.78863
F -3.31240 -4.52240 6.74230
F -1.75416 -4.49432 -0.58079
F -3.98241 -0.20336 -2.02370
F -0.96821 -2.79111 2.94411
F -5.12549 1.20146 -0.45571
F -2.91171 1.17169 -0.43584
F -4.03226 2.93292 -1.28365
F -5.18814 1.65195 -2.77804
O 2.94259 -0.60013 3.18386
O 2.05061 -3.98326 -2.15578
O -2.79104 -2.19420 6.95759
O -2.73484 -3.18904 -5.89212
O 0.26172 -3.70476 4.61551
O 1.29069 1.45108 0.59188
O 4.72529 -0.43065 0.44825
O 1.21093 -1.63050 -2.22691
O -1.50889 -2.08839 -0.84792
O -0.76096 -1.44323 4.92174
O 0.33526 -3.60888 -0.05372
O -1.03942 -4.02236 7.17279
O -1.22124 5.10210 -1.50173
N 3.45837 0.56432 -1.25969
N -1.24351 3.13133 -0.18214
N 2.23087 1.71264 3.21532
N -0.63996 -3.71169 -2.51074
N -2.26324 -3.57559 4.77416
N -2.52663 -2.05913 -3.76350
C -3.15760 -2.35444 -5.13631
C -1.67574 3.90482 1.12535
C 4.59530 -1.85692 -1.50863
C -0.75222 3.99203 -1.33031
C 0.41451 0.31469 0.42650
C 3.31493 2.67927 3.61890
C 4.26768 1.86138 -1.23546
C 2.20375 0.20675 5.33698
C 4.34898 -0.57523 -0.68770
C -1.47361 -0.90328 -3.80616
C -0.46497 0.18424 1.63507
C 2.49176 0.34579 3.81650
C 0.26427 3.48548 -2.32811
C -4.20145 -1.36969 -5.60814
H -0.93043 4.60159 1.50553
H 0.10859 -0.21304 2.47280
H -2.66800 4.30007 0.91130
H 2.07109 1.69033 2.21153
H -1.25246 -0.65747 -2.76813
H -1.97174 -2.84559 -3.44137
H -4.90857 -1.62736 -4.81719
H -3.83428 -0.34946 -5.50087
H 0.95384 -0.54009 0.01540
H -1.33576 -0.45387 1.48415
H 3.70946 -2.18555 -2.05222
H 3.18937 0.37329 -2.21557
H 4.30576 2.21815 -0.20718
H 1.23071 3.64694 -1.84902
H 4.83314 -2.59695 -0.74541
H -1.96172 -0.02403 -4.22586
H -0.55236 2.44648 0.09976
H 5.42404 -1.64192 -2.18336
H -1.85972 3.14215 1.88174
H -3.28907 -1.90507 -3.11571
H 5.27948 1.63259 -1.56885
H 4.24363 2.27453 3.21888
H 3.20339 2.95040 4.66794
H -0.58575 -1.08391 -4.41061
H -2.06578 2.72301 -0.60887
H 3.17187 -0.04121 5.77412
H -0.17155 0.51262 -0.47447
H 2.67607 0.69681 -0.62784
H 0.40271 4.03189 -3.26041
H -0.89012 1.15649 1.88704
H -0.02285 2.46075 -2.56503
H 3.81925 2.60953 -1.88790
H -4.67040 -1.57545 -6.56881
H 2.01775 1.18140 5.78917
H 3.11611 3.61695 3.09949
H 1.52408 -0.56739 5.69235
H 1.36015 2.01596 3.63230